Computed, not measured: a molecular structure, C28H19Cl2IrN8O4S, with ωB97M-V with the def2-TZVPD basis set.

- ΔE to the lowest compared entry with this formula, charge and spin (kJ/mol) = 62.3
- HOMO energy (eV) = -7.15

Last column: Mulliken charge in e.
Cartesian coordinates (Å):
Ir  -0.138  -0.154  0.200  1.268
Cl  -4.442  -5.512  1.031  -0.220
C  -3.336  -4.218  1.361  0.158
C  -2.792  -3.522  0.285  -0.847
C  -1.914  -2.482  0.523  0.090
N  -1.240  -1.732  -0.446  0.034
C  -0.726  -2.330  -1.561  -0.095
O  -1.292  -3.039  -2.366  -0.689
C  0.786  -2.183  -1.568  0.959
C  1.602  -3.020  -2.300  -0.887
C  2.966  -3.004  -2.052  -0.247
C  3.467  -2.152  -1.080  -0.999
C  2.596  -1.328  -0.388  0.092
N  1.286  -1.351  -0.638  0.061
C  -1.536  -2.155  1.843  0.498
C  -2.097  -2.842  2.906  -0.824
C  -3.002  -3.869  2.659  0.083
Cl  -3.687  -4.703  4.016  -0.221
N  -0.647  -1.084  1.947  0.103
C  -0.835  -0.167  2.958  -0.208
O  -0.736  -0.323  4.150  -0.657
C  -1.439  1.108  2.386  0.845
C  -2.078  2.043  3.175  -0.709
C  -2.775  3.070  2.560  -0.467
C  -2.818  3.117  1.175  -0.963
C  -2.151  2.148  0.448  -0.001
N  -1.477  1.167  1.045  0.224
H  -3.072  -3.784  -0.725  0.584
H  1.148  -3.679  -3.027  0.526
H  3.629  -3.660  -2.599  0.428
H  4.521  -2.117  -0.846  0.477
H  2.933  -0.646  0.380  0.340
H  -1.817  -2.607  3.924  0.606
H  -2.016  1.939  4.249  0.597
H  -3.284  3.820  3.150  0.473
H  -3.360  3.892  0.653  0.443
H  -2.152  2.151  -0.633  0.460
N  0.084  6.504  4.511  -0.584
C  0.661  5.443  3.832  1.177
C  1.319  5.653  2.616  -0.763
C  1.856  4.590  1.917  -0.482
C  1.733  3.302  2.424  -0.374
C  1.085  3.076  3.632  -0.426
C  0.554  4.142  4.332  -0.920
S  2.360  1.941  1.517  1.218
O  2.484  0.827  2.414  -0.755
O  3.489  2.379  0.747  -0.724
N  1.158  1.509  0.493  -0.824
C  0.976  2.034  -0.737  0.700
N  1.417  3.185  -1.231  -0.401
C  1.096  3.417  -2.499  -0.334
C  0.344  2.553  -3.287  -0.878
C  -0.110  1.393  -2.685  -0.224
N  0.191  1.148  -1.419  -0.344
H  0.441  7.419  4.293  0.226
H  -0.077  6.366  5.495  0.231
H  1.414  6.659  2.227  0.305
H  2.368  4.743  0.977  0.468
H  1.019  2.071  4.031  0.647
H  0.058  3.971  5.280  0.323
H  1.456  4.354  -2.912  0.435
H  0.118  2.778  -4.318  0.419
H  -0.723  0.660  -3.196  0.565

Atoms 1-2, force components in eV/Å:
-0.50 0.00 0.04
0.00 0.01 0.01